1.
C46H47BCl2N7O6P2STl | ωB97M-V/def2-TZVPD

CARTESIAN COORDINATES (ANGSTROEM)
Tl (0.67481, -0.49795, 0.46532)
C (3.29549, -2.91549, 2.16435)
C (3.54390, -2.71461, 0.70573)
C (4.72315, -2.99038, -0.01543)
C (4.43046, -2.66622, -1.32115)
C (5.30907, -2.75832, -2.52667)
N (3.15252, -2.23253, -1.35966)
N (2.61353, -2.25372, -0.11450)
B (2.31006, -1.94754, -2.61417)
N (1.23700, -3.02774, -2.83012)
N (0.33969, -3.27216, -1.84843)
C (-0.50282, -4.17325, -2.31477)
C (-1.62902, -4.65262, -1.45623)
C (-0.15166, -4.52972, -3.63869)
C (0.96286, -3.77058, -3.92599)
C (1.76044, -3.69708, -5.18794)
N (1.60022, -0.53912, -2.57908)
N (0.50917, -0.29058, -1.79422)
C (-0.20673, 0.67902, -2.36600)
C (-1.51923, 1.15765, -1.85512)
C (0.45188, 1.09792, -3.52908)
C (1.57654, 0.30528, -3.62680)
C (2.63180, 0.32871, -4.68444)
H (3.98359, -2.31277, 2.76134)
H (3.44140, -3.96518, 2.43218)
H (2.28510, -2.61141, 2.42671)
H (5.66134, -3.35893, 0.36866)
H (6.32369, -3.00615, -2.21362)
H (5.33676, -1.81435, -3.07229)
H (4.96620, -3.52903, -3.22091)
H (3.04822, -1.92942, -3.56169)
H (-1.81523, -3.91916, -0.67162)
H (-1.38721, -5.60815, -0.98200)
H (-2.53994, -4.79027, -2.04289)
H (-0.64413, -5.22964, -4.29678)
H (1.36712, -4.41684, -5.90672)
H (2.81550, -3.92194, -5.01746)
H (1.70954, -2.70351, -5.63994)
H (-1.57845, 1.11229, -0.77079)
H (-2.32149, 0.52535, -2.24544)
H (-1.67282, 2.18911, -2.17296)
H (0.14298, 1.88872, -4.19311)
H (2.57021, 1.27195, -5.22752)
H (2.51034, -0.48903, -5.39772)
H (3.62504, 0.24050, -4.24517)
O (-2.58671, -1.29676, 2.67516)
S (-2.11546, -1.04120, 1.31847)
O (-3.17951, -1.14771, 0.32144)
O (-1.45730, 0.32672, 1.23776)
O (-0.96851, -1.97764, 0.95051)
O (-1.69649, 4.82815, -1.51459)
P (-1.89106, 4.96446, -0.04913)
C (-0.32843, 5.16576, 0.86013)
P (0.71704, 3.65832, 1.08709)
O (0.30311, 2.49383, 0.27302)
C (0.68964, 3.40595, 2.87149)
C (1.17128, 4.36931, 3.76142)
C (1.05652, 4.17011, 5.12596)
C (0.45406, 3.00879, 5.60509)
C (-0.03457, 2.06029, 4.72342)
C (0.07550, 2.25473, 3.35047)
C (2.36071, 4.28364, 0.64563)
C (2.51046, 4.84036, -0.62652)
C (3.74900, 5.28505, -1.05227)
C (4.85052, 5.17597, -0.20840)
C (4.71133, 4.60308, 1.04433)
C (3.46915, 4.14569, 1.47084)
C (-2.73260, 6.54565, 0.32585)
C (-2.40811, 7.64985, -0.46024)
C (-2.99460, 8.88293, -0.22010)
C (-3.91936, 9.02262, 0.80754)
C (-4.25662, 7.92566, 1.58642)
C (-3.66669, 6.69070, 1.34704)
C (-2.84284, 3.69187, 0.76869)
C (-2.80360, 3.52139, 2.15079)
C (-3.50658, 2.48338, 2.74096)
C (-4.24259, 1.61061, 1.95472)
C (-4.29997, 1.79034, 0.57964)
C (-3.60938, 2.83220, -0.01513)
H (-0.53011, 5.59826, 1.84242)
H (0.22414, 5.91097, 0.28392)
H (1.64737, 5.27055, 3.38758)
H (1.44435, 4.91002, 5.81620)
H (0.37741, 2.84447, 6.67361)
H (-0.49645, 1.15011, 5.08332)
H (-0.34442, 1.52572, 2.66901)
H (1.65364, 4.89782, -1.29121)
H (3.86139, 5.70390, -2.04484)
H (5.82258, 5.52027, -0.54150)
H (5.57197, 4.47138, 1.68768)
H (3.38172, 3.64912, 2.42960)
H (-1.70711, 7.52564, -1.27774)
H (-2.73653, 9.73431, -0.83822)
H (-4.38120, 9.98460, 0.99477)
H (-4.98604, 8.02717, 2.38082)
H (-3.93923, 5.83186, 1.94794)
H (-2.19289, 4.16734, 2.77153)
H (-3.41207, 2.30553, 3.80450)
H (-4.69729, 0.73670, 2.40106)
H (-4.81912, 1.06376, -0.03055)
H (-3.60376, 2.95039, -1.09198)
Cl (2.57740, -0.15565, 4.95513)
C (3.51727, 0.47336, 3.61631)
C (4.77368, 0.94450, 3.90019)
C (5.61318, 1.40261, 2.88262)
C (5.11564, 1.36842, 1.58775)
C (3.84041, 0.92101, 1.30855)
Cl (3.34855, 1.02897, -0.36683)
C (2.91147, 0.39926, 2.29177)
N (1.71156, -0.11222, 2.20718)
H (5.10463, 0.93466, 4.93196)
H (6.61344, 1.75780, 3.09366)
H (5.71823, 1.72075, 0.75869)

The value obtained for the energy above the lowest of the compared OMol25 structures with the same formula, charge and spin is 0.0 kJ/mol. The LUMO energy comes out at 3.7 eV. The calculation puts the orbital gap at 5.26 eV. The net charge is -2.

Mulliken atomic charge list, values in e, 6 entries: 1.371, -1.497, 0.644, -1.429, 0.894, -1.434


2.
C46H47ClLaN7OTe | ωB97M-V/def2-TZVPD

CARTESIAN COORDINATES (ANGSTROEM)
La (-1.61646, -0.13663, -1.81364)
C (2.54714, 2.09315, -3.15984)
C (1.41087, 1.34909, -3.22093)
N (0.31902, 1.59031, -2.44995)
C (0.42723, 2.63926, -1.58890)
C (1.64673, 3.38401, -1.53479)
N (2.67766, 3.14136, -2.28582)
C (-0.71073, 2.97015, -0.79497)
C (-0.66216, 4.00514, 0.17365)
C (-1.76158, 4.37137, 0.88245)
C (-2.96360, 3.66610, 0.60395)
C (-2.96858, 2.64352, -0.29623)
N (-1.86486, 2.24917, -1.00748)
C (-4.21021, 1.85310, -0.51896)
C (-5.45012, 2.24280, 0.01686)
N (-6.54068, 1.51670, -0.10484)
C (-6.41647, 0.35812, -0.75690)
C (-5.21853, -0.02889, -1.31073)
N (-4.11849, 0.73154, -1.22406)
C (-1.72168, 5.44149, 1.90950)
C (-0.71808, 6.40736, 1.92443)
C (-0.72181, 7.37900, 2.90995)
N (-1.63760, 7.46037, 3.87278)
C (-2.59561, 6.54085, 3.85472)
C (-2.68365, 5.52900, 2.90984)
H (3.38548, 1.87781, -3.80723)
H (1.34103, 0.51226, -3.90548)
H (1.74244, 4.21318, -0.84615)
H (0.27788, 4.49745, 0.36140)
H (-3.86623, 3.93527, 1.12448)
H (-5.54794, 3.17880, 0.54633)
H (-7.29449, -0.26886, -0.83845)
H (-5.12611, -0.98130, -1.81183)
H (0.05047, 6.44020, 1.16454)
H (0.05379, 8.13573, 2.91675)
H (-3.34091, 6.60560, 4.63890)
H (-3.48723, 4.81125, 2.99136)
C (-1.02390, 0.79527, -5.86836)
C (-1.82499, -0.31603, -5.24915)
C (-1.36715, -1.63178, -5.24579)
C (-2.11537, -2.65360, -4.68364)
C (-3.36846, -2.38996, -4.14461)
C (-3.85519, -1.08822, -4.16973)
C (-3.07760, -0.05760, -4.68699)
H (-0.42366, 1.32781, -5.12911)
H (-1.67607, 1.53074, -6.33901)
H (-0.34805, 0.40848, -6.63030)
H (-0.39572, -1.85234, -5.66772)
H (-1.72587, -3.66240, -4.67877)
H (-3.96975, -3.19587, -3.74547)
H (-4.85445, -0.86929, -3.82449)
H (-3.46069, 0.95763, -4.69449)
Cl (-1.79887, -0.06493, 1.27788)
C (-2.53989, -1.41173, 0.21067)
H (-3.58326, -1.43492, 0.53287)
H (-2.08335, -2.33125, 0.58271)
C (2.44492, -2.00322, -2.10370)
C (1.04472, -1.51020, -1.90064)
O (0.28125, -1.49509, -2.90549)
N (0.50107, -1.10988, -0.74282)
Te (1.35168, -0.81874, 1.01591)
C (3.41786, -1.21676, 0.89223)
C (4.05499, -2.42118, 1.23742)
C (3.38003, -3.75883, 1.33037)
C (5.43145, -2.39009, 1.42727)
C (6.18693, -1.23268, 1.29086)
C (7.66992, -1.23757, 1.51544)
C (5.53398, -0.07444, 0.90079)
C (4.16123, -0.04467, 0.68823)
C (3.57526, 1.24627, 0.18321)
C (0.59639, -2.37244, 2.21766)
C (0.61006, -2.03815, 3.57558)
C (1.33335, -0.85808, 4.17628)
C (-0.06977, -2.86264, 4.46673)
C (-0.75959, -3.98735, 4.04679)
C (-1.49196, -4.85772, 5.02576)
C (-0.73056, -4.29872, 2.69306)
C (-0.06324, -3.51985, 1.75617)
C (-0.07855, -4.04249, 0.34507)
H (2.71129, -1.87486, -3.14913)
H (2.47069, -3.07382, -1.88145)
H (3.17607, -1.51590, -1.46603)
H (2.75247, -3.94270, 0.45930)
H (2.75388, -3.86161, 2.21313)
H (4.13470, -4.54155, 1.36626)
H (5.93518, -3.31535, 1.68123)
H (8.01599, -2.19957, 1.88690)
H (7.95528, -0.46991, 2.23445)
H (8.20129, -1.02533, 0.58716)
H (6.10550, 0.83122, 0.73159)
H (4.21183, 1.65610, -0.60056)
H (3.50179, 2.00000, 0.96964)
H (2.58821, 1.15064, -0.27587)
H (2.04015, -0.34855, 3.52083)
H (1.92017, -1.19502, 5.03101)
H (0.62400, -0.11018, 4.53398)
H (-0.05603, -2.61296, 5.52127)
H (-1.57612, -4.37671, 5.99820)
H (-0.97192, -5.80664, 5.16590)
H (-2.49689, -5.08809, 4.67141)
H (-1.24420, -5.18874, 2.34578)
H (0.48636, -4.97502, 0.29968)
H (0.33662, -3.36000, -0.38976)
H (-1.10133, -4.26575, 0.04169)

The value obtained for the energy above the lowest of the compared OMol25 structures with the same formula, charge and spin is 36.8 kJ/mol. The LUMO energy (alpha / beta) comes out at -2.7 / -2.9 eV. As for the multiplicity: 2. The calculation puts the orbital gap (alpha / beta) at 5.06 / 7.70 eV. The net charge is +1.

Mulliken atomic charge list, values in e, 6 entries: 1.358, -1.137, -0.421, 0.759, 0.293, -0.343